Entry 1:
Entry from OMol25: the molecule C4H9NOS in a non-equilibrium geometry (ωB97M-V/def2-TZVPD).

Element x y z (Å)
H -0.1267 0.4122 -1.8252
C -0.3577 -0.2372 0.2272
H 0.8594 1.2666 -0.7235
H 2.8550 -0.7363 0.8029
H 1.6516 -0.7998 2.1767
H 1.1155 -1.2005 -0.6807
S -1.3383 2.3138 -0.7374
O -1.7652 -1.5548 -1.1027
C -0.1642 0.9063 -0.8476
C 1.8369 -0.5290 1.1348
N 0.8106 -1.1133 0.2762
H -2.6045 -0.4551 0.2862
C -1.6711 -0.9156 -0.0850
H -0.4570 0.4044 1.1044
H 1.7864 0.5602 1.2093
H -2.4307 1.6782 -1.2156

Summary:
Net charge   0
Largest force on an atom   2.55 eV/A
HOMO level   -9.011 eV
Energy above the lowest of the compared OMol25 structures with the same formula, charge and spin   211.1 kJ/mol

Atom charges from the Löwdin analysis, given in e for atoms 1 to 2: H 0.0819; C -0.4034

Entry 2:
Entry from OMol25: the ion C28H35N2O with charge +1 (ωB97M-V/def2-TZVPD).

Element x y z (Å)
H -1.0117 -0.4295 -0.8986
C -2.9280 1.3306 0.3732
C -7.0435 -0.3987 -0.3587
H 1.1738 0.6032 -1.3115
C 4.6607 -2.3829 0.5160
H -3.7617 1.0984 -0.2931
C -0.5054 0.9803 -2.4497
H 4.8958 2.9001 2.6686
C 0.4448 2.4631 -0.7882
H 3.4207 2.1104 -1.2881
H 2.0834 -2.0720 -1.6449
H 1.7723 2.8822 -2.9611
H 5.4341 -1.7915 0.9839
H -2.3937 0.1334 -1.8656
N -1.7573 1.5243 -0.4645
H -3.1406 2.2885 0.8544
H -0.7999 2.7137 0.9404
H 1.9025 -4.4755 -1.1591
C 2.1735 0.9052 2.5609
H -0.9537 1.8355 -2.9587
C 3.8953 -0.2871 -0.5930
H -0.2751 0.2009 -3.1774
H 4.9105 -0.0644 -0.9507
C -5.0222 -1.9451 0.7175
C 4.5615 -3.7352 0.7839
C 2.4601 0.2057 1.4026
C -4.1751 -0.0297 2.0968
C 3.0465 1.8807 3.0154
H 1.2771 0.6808 3.1195
H 2.8268 2.4212 3.9227
H -4.5688 0.9047 2.4998
C 4.2082 2.1490 2.3122
H 5.2622 -4.1998 1.4602
C 2.7721 -2.5348 -0.9538
H 1.6885 1.2522 -3.6663
H 3.9550 1.4401 -2.8491
C -6.1695 0.1471 0.5659
H 1.3674 2.7607 -0.2885
C -2.8153 0.2351 1.4389
H -7.8359 0.2076 -0.7713
C -5.8928 -2.4928 -0.2071
C -6.9055 -1.7193 -0.7494
C 3.5675 -4.4920 0.1846
H 5.4104 1.6527 0.6121
H -4.2413 -2.5572 1.1475
H -4.0321 -0.7240 2.9272
H -7.5887 -2.1469 -1.4673
C 2.6761 -3.8902 -0.6850
C 3.1536 1.4218 -2.1014
H 3.4912 -5.5478 0.3930
O 2.9561 0.1179 -1.6004
N 0.7451 1.4243 -1.7983
H -2.4633 -0.6908 0.9788
C 1.8177 1.8163 -2.7411
C -5.1497 -0.6191 1.1144
H 1.7998 -0.5789 1.0575
C -0.5550 1.9215 0.2319
H 0.0112 3.3219 -1.3044
H -6.2878 1.1768 0.8731
C 3.6249 0.4719 0.6905
C -1.4668 0.4516 -1.3869
C 4.4962 1.4490 1.1518
C 3.7658 -1.7748 -0.3566
H -5.7859 -3.5267 -0.5002
H -2.0966 0.5335 2.2052
H -0.0858 1.0931 0.7897

Summary:
Net charge   +1
Largest force on an atom   0.95 eV/A
HOMO level   -11.077 eV
Energy above the lowest of the compared OMol25 structures with the same formula, charge and spin   0.0 kJ/mol

Atom charges from the Löwdin analysis, given in e for atoms 1 to 2: H 0.1318; C -0.1770

Entry 3:
Entry from OMol25: a structure of composition C33H21F6IN4O13S2TeW (ωB97M-V/def2-TZVPD).

Element x y z (Å)
H -4.3736 -1.3040 -2.5506
C 1.1470 2.6385 1.4654
H 1.5622 -2.1328 -4.9108
C 0.6852 -3.2117 -1.3134
C 1.7013 -1.6849 3.8012
H 0.8300 -2.3313 3.8739
C 4.9928 -1.0196 -2.3101
I 3.0527 -4.1516 2.7001
H 3.3671 -1.9648 0.5086
F -3.9215 1.2284 5.5149
W -0.6808 0.3175 1.1394
H -4.1095 2.3806 -4.6977
O 0.5027 0.4878 -0.6279
H 2.0610 0.6738 -2.6063
N -1.6950 -0.7418 4.5094
O 2.1396 3.2526 1.7444
C -3.6593 1.6417 -4.0482
O -2.6945 0.5620 0.6918
C -1.4395 5.0007 -0.0322
F -3.7707 -4.4682 0.7477
O 1.0263 -0.9919 0.8339
H -3.4509 4.3416 -0.5611
C 1.3490 -0.3802 -0.2296
F -4.9001 -2.6097 0.8028
O -1.5487 -3.0633 3.6726
C -0.0547 3.2685 0.8113
F -4.0931 0.6967 3.4200
O 0.9386 1.3635 1.7187
O -0.9820 1.5143 5.3196
H -0.7853 1.0428 -2.3686
C 4.0021 -0.1996 -2.8266
C 2.1533 -3.3035 -3.2127
C 2.5858 0.4014 4.0869
O -1.5751 6.2987 -0.3395
C -0.1439 -2.3299 -2.0016
C -2.2161 2.7675 0.1556
N 1.5423 -0.4188 4.1665
H 0.4502 -3.5104 -0.2967
C -3.3773 1.3836 4.3166
S -1.6437 0.7552 4.3174
C 2.8106 0.0287 -2.1723
O -4.3130 1.7310 -0.3301
Te -1.8342 -1.6351 -0.9631
H 4.6624 0.6986 3.6270
F -3.4184 2.6750 3.9883
H -2.4645 6.4816 -0.6654
C 2.9220 -2.1714 3.3531
C -0.2080 4.5940 0.4957
H 5.5169 -2.3120 -0.6846
H 2.4791 -4.3722 -1.3784
H 3.0516 -3.6766 -3.6867
H 2.4089 1.4284 4.3827
C -2.5063 -0.2478 -2.3813
H 4.9840 -1.6912 2.9623
C -1.7847 0.8868 -2.7442
C -2.4687 4.0736 -0.1942
F -4.7836 -3.8657 2.5738
C 4.0192 -1.3296 3.2941
C 0.1661 -1.9495 -3.2994
C -4.1539 -3.4530 1.4977
C 3.8417 -0.0048 3.6627
C -4.3767 0.5155 -3.6814
H -0.4816 -1.2699 -3.8444
O -1.2737 1.1832 2.9192
H -5.3902 0.3765 -4.0316
H 0.5911 5.2988 0.6717
C -2.3646 1.8272 -3.5826
H 5.9076 -1.1623 -2.8655
O 5.2672 0.2304 -4.6995
C -3.2077 1.6342 0.1397
N 4.2105 0.4327 -4.1408
C 1.8333 -3.6967 -1.9205
H -1.8014 2.7058 -3.8696
C 1.3166 -2.4364 -3.9011
O -1.3460 -1.2464 2.0466
C 4.7650 -1.6544 -1.0982
C 3.5696 -1.4572 -0.4248
C 2.6044 -0.6066 -0.9550
O 3.3019 1.0985 -4.5913
C -3.8034 -0.4328 -2.8474
N -1.0321 2.3828 0.6146
S -2.1909 -1.8113 3.3393

Summary:
Expectation value of S²   2.0086
Net charge   0
Largest force on an atom   0.89 eV/A
HOMO level (spin up / spin down)   -8.837 / -8.964 eV
Spin multiplicity   3
Energy above the lowest of the compared OMol25 structures with the same formula, charge and spin   200.4 kJ/mol

Atom charges from the Löwdin analysis, given in e for atoms 1 to 2: H 0.0979; C -0.4986

Entry 4:
Entry from OMol25: a cluster of 8 separate species, C19H51F3O10S in total in a non-equilibrium geometry (ωB97M-V/def2-TZVPD).

Element x y z (Å)
C -3.5305 0.2417 -1.2004
H -4.1459 -2.1173 1.7288
H -3.9654 2.3011 -0.8449
C 4.0314 2.0039 0.0773
H 1.1999 0.6512 -4.0125
O -1.6815 -1.7383 1.4698
H 1.3285 -2.9825 -3.9410
C -3.6749 -3.1016 1.8342
H 1.8277 3.1896 1.6462
H -4.5771 -0.0089 -1.4083
C -3.4410 1.4856 -0.3177
H -3.9661 2.2442 1.6039
C -1.3483 -4.0858 1.8562
H -1.7543 -1.5702 2.4164
C 0.3587 -4.5820 -1.7948
H -3.6821 -3.3419 2.8975
S 3.7252 0.4710 -0.8816
O 2.3654 0.1083 -0.4531
H -0.6325 5.6683 0.2652
H 3.5622 -2.4133 3.5114
H 0.4890 3.4738 -4.7454
F 3.7843 1.8020 1.3717
H 0.2111 -1.1049 2.9413
H -0.3437 -4.0073 1.4425
H -0.8841 -2.5817 -2.7146
O 0.8374 -0.8358 2.2626
O -2.0740 1.8750 -0.1347
H 2.7703 -2.7721 1.9598
H -0.2454 -1.0361 -1.0002
H 2.7812 -0.3649 2.1088
H 2.6659 -3.4387 -2.9301
H 1.1858 -5.2681 -1.6063
H 0.6595 1.9807 -2.0452
H -1.2755 -3.8464 2.9226
C 0.9075 3.3137 -3.7511
H -0.3523 1.1018 -4.7612
H -0.2573 0.0900 -3.2696
H 1.7547 0.8150 4.0939
C 0.2002 2.2241 -3.0054
H -1.7411 -5.0925 1.7237
C 0.7903 2.9645 1.9111
O 3.8078 0.8609 -2.2666
H 0.0160 4.8275 2.5734
C -0.1331 4.1687 1.7128
H 1.7408 -0.7623 4.9346
H -1.6658 2.6504 -3.4864
H -1.7353 2.1684 -1.0053
F 5.3037 2.3660 -0.0538
H -0.3611 -4.7152 -0.9832
C 2.6239 -2.3586 2.9565
H -2.2887 -3.1749 0.1590
C 0.1011 4.8699 0.3865
H 2.1101 -1.7787 -2.9106
H 0.9082 -0.0955 -0.2677
O -0.1009 -0.3382 -0.2801
H 0.4617 2.1247 1.2911
O -1.1676 2.5989 -2.6637
H 1.9084 -2.9407 3.5451
H 3.2626 0.0012 4.4715
C 0.1664 0.9348 -3.8120
H 1.2456 -2.8762 -0.8571
H -3.1242 -0.6125 -0.6487
O 4.7284 -0.4252 -0.3896
C 0.8160 -3.1397 -1.8247
H -4.3138 -3.7758 1.2644
C 2.1722 -0.9180 2.8264
H -1.6941 3.1502 1.0675
C -4.1054 1.3292 1.0273
C 1.7672 -2.8141 -2.9514
H 1.9549 3.0218 -3.8500
H 0.7695 2.6331 2.9492
H -5.1625 1.0839 0.9329
F 3.2617 3.0087 -0.3613
H -0.1133 -4.8983 -2.7293
O -1.4952 3.7407 1.8277
H -0.0285 4.1644 -0.4389
C -2.2765 -3.0319 1.2397
C 2.2304 -0.1610 4.1562
H 0.8541 4.2420 -3.1813
H -3.0168 0.3800 -2.1501
H -3.6603 0.5048 1.5987
H 1.1014 5.3045 0.3343
O -0.3697 -2.2835 -1.9576
H -0.3622 -0.7500 0.5875

Summary:
Net charge   0
Largest force on an atom   1.43 eV/A
HOMO level   -9.171 eV
Energy above the lowest of the compared OMol25 structures with the same formula, charge and spin   15.3 kJ/mol

Atom charges from the Löwdin analysis, given in e for atoms 1 to 2: C -0.0408; H 0.0752